1.
The molecule C21H26N2O5S, computed with ωB97M-V/def2-TZVPD.

The value obtained for the energy relative to the best compared isomer or geometry (same formula, charge and spin) is 57.89 kcal per mole. The calculation puts the electronic energy at -46252.0451 eV. The value obtained for the gap between HOMO and LUMO is 0.34154 hartree.

XYZ file:
```
55
C21H26N2O5S | the OMol25 dataset | ωB97M-V/def2-TZVPD
C 5.219 -0.724 -0.922
C 4.888 -2.030 -0.209
H 5.351 -2.047 0.779
H 5.276 -2.869 -0.789
C 3.380 -2.249 -0.020
C 2.783 -1.129 0.847
O 2.813 -1.179 2.056
N 2.253 -0.127 0.099
C 1.457 0.945 0.496
C 1.171 1.209 1.835
C 0.308 2.240 2.154
C -0.255 3.001 1.149
C 0.057 2.779 -0.177
C 0.916 1.751 -0.506
H 1.158 1.552 -1.541
H -0.386 3.414 -0.927
S -1.452 4.260 1.564
O -0.970 5.005 2.689
O -1.820 4.953 0.364
N -2.818 3.477 2.102
H -2.691 3.031 2.995
C -3.643 2.768 1.159
H -3.374 3.163 0.177
C -3.474 1.240 1.196
C -4.408 0.540 0.187
H -5.255 0.068 0.679
C -3.490 -0.467 -0.505
H -3.774 -0.667 -1.535
C -2.139 0.235 -0.394
H -1.285 -0.444 -0.432
O -2.146 0.845 0.880
H -2.030 0.994 -1.182
H -3.463 -1.406 0.048
H -4.784 1.268 -0.532
H -3.662 0.898 2.223
H -4.695 3.004 1.358
H 0.068 2.464 3.181
H 1.609 0.595 2.604
H 2.355 -0.237 -0.903
O 2.783 -2.316 -1.302
C 1.461 -2.663 -1.399
C 0.959 -2.750 -2.697
C -0.367 -3.069 -2.910
C -1.210 -3.305 -1.835
C -0.711 -3.221 -0.549
C 0.618 -2.900 -0.321
H 0.974 -2.834 0.695
H -1.356 -3.406 0.297
H -2.246 -3.554 -2.002
H -0.743 -3.135 -3.919
H 1.630 -2.567 -3.522
H 3.233 -3.195 0.520
H 4.912 0.134 -0.329
H 6.292 -0.659 -1.085
H 4.724 -0.686 -1.889
```

Atomic charges from the natural (NBO) analysis, expressed in e, are listed below:
1 C -0.6196
2 C -0.3992
3 H 0.2241
4 H 0.2161
5 C 0.0060
6 C 0.6625
7 O -0.6008
8 N -0.6353
9 C 0.2482
10 C -0.2568
11 C -0.1580
12 C -0.3360
13 C -0.1782
14 C -0.2609
15 H 0.2118
16 H 0.2460
17 S 2.3210
18 O -0.9348
19 O -0.9474
20 N -0.8550
21 H 0.3983
22 C -0.2515
23 H 0.2274
24 C 0.0864
25 C -0.4315
26 H 0.2216
27 C -0.4257
28 H 0.2175
29 C -0.0678
30 H 0.2039
31 O -0.5417
32 H 0.1601
33 H 0.2033
34 H 0.2059
35 H 0.1736
36 H 0.2017
37 H 0.2297
38 H 0.2574
39 H 0.4136
40 O -0.5127
41 C 0.2878
42 C -0.2531
43 C -0.1914
44 C -0.2440
45 C -0.2046
46 C -0.2659
47 H 0.2230
48 H 0.2181
49 H 0.2164
50 H 0.2173
51 H 0.2236
52 H 0.2106
53 H 0.2097
54 H 0.2205
55 H 0.2089


2.
The molecule C21H26N2O5S at a distorted geometry, computed with ωB97M-V/def2-TZVPD.

The value obtained for the energy relative to the best compared isomer or geometry (same formula, charge and spin) is 84.61 kcal per mole. The calculation puts the electronic energy at -46250.8863 eV. The value obtained for the gap between HOMO and LUMO is 0.31962 hartree.

XYZ file:
```
55
C21H26N2O5S | the OMol25 dataset | ωB97M-V/def2-TZVPD
C 3.918 0.019 0.682
C 4.851 -0.686 0.064
C 6.077 -1.197 0.757
H 6.051 -0.957 1.815
H 6.149 -2.278 0.643
H 6.973 -0.757 0.320
C 4.773 -1.071 -1.394
N 3.765 -0.339 -2.135
C 2.636 -0.982 -2.480
O 2.457 -2.170 -2.270
C 1.527 -0.161 -3.159
H 1.865 0.196 -4.136
O 1.139 1.003 -2.456
C 0.627 0.885 -1.202
C 0.375 -0.320 -0.550
C -0.130 -0.304 0.739
C -0.383 0.897 1.367
C -0.144 2.100 0.727
C 0.364 2.097 -0.554
H 0.571 3.016 -1.078
H -0.338 3.022 1.252
S -1.117 0.931 2.993
O -0.982 -0.351 3.611
O -0.681 2.095 3.706
N -2.739 1.220 2.652
C -3.393 0.473 1.668
C -3.243 -0.907 1.634
C -3.878 -1.663 0.664
C -4.685 -1.049 -0.287
C -4.844 0.337 -0.244
C -4.201 1.089 0.715
H -4.332 2.161 0.736
H -5.478 0.804 -0.982
O -5.355 -1.695 -1.284
C -5.251 -3.096 -1.361
H -4.218 -3.415 -1.535
H -5.633 -3.578 -0.455
H -5.866 -3.390 -2.211
H -3.737 -2.732 0.668
H -2.630 -1.381 2.382
H -2.930 2.210 2.630
H -0.312 -1.223 1.272
H 0.582 -1.267 -1.021
H 0.673 -0.833 -3.307
C 4.111 1.017 -2.513
H 4.717 1.436 -1.706
C 4.895 1.054 -3.826
H 5.824 0.495 -3.742
H 4.310 0.623 -4.635
H 5.135 2.082 -4.080
H 3.211 1.622 -2.606
H 4.519 -2.134 -1.467
H 5.749 -0.920 -1.867
H 3.994 0.260 1.728
H 3.032 0.374 0.183
```

Atomic charges from the natural (NBO) analysis, expressed in e, are listed below:
1 C -0.4015
2 C 0.0114
3 C -0.6393
4 H 0.2221
5 H 0.2170
6 H 0.2122
7 C -0.2659
8 N -0.4321
9 C 0.6564
10 O -0.6325
11 C -0.1626
12 H 0.2136
13 O -0.4930
14 C 0.3162
15 C -0.2714
16 C -0.1582
17 C -0.3782
18 C -0.1614
19 C -0.2616
20 H 0.2297
21 H 0.2369
22 S 2.3215
23 O -0.9291
24 O -0.9386
25 N -0.8410
26 C 0.0947
27 C -0.1825
28 C -0.3018
29 C 0.2836
30 C -0.2257
31 C -0.2292
32 H 0.2107
33 H 0.2249
34 O -0.4931
35 C -0.2519
36 H 0.1753
37 H 0.1762
38 H 0.2006
39 H 0.2211
40 H 0.2362
41 H 0.4100
42 H 0.2430
43 H 0.2441
44 H 0.2125
45 C -0.2265
46 H 0.2140
47 C -0.6136
48 H 0.2062
49 H 0.2025
50 H 0.2163
51 H 0.2269
52 H 0.2587
53 H 0.1986
54 H 0.2014
55 H 0.1961


3.
The molecule C21H26N2O6S at a distorted geometry, computed with ωB97M-V/def2-TZVPD.

The value obtained for the energy relative to the best compared isomer or geometry (same formula, charge and spin) is 39.80 kcal per mole. The calculation puts the electronic energy at -48298.5754 eV. The value obtained for the gap between HOMO and LUMO is 0.33093 hartree.

XYZ file:
```
56
C21H26N2O6S | the OMol25 dataset | ωB97M-V/def2-TZVPD
C -4.288 -0.919 -1.400
H -3.465 -1.634 -1.477
O -3.958 0.129 -0.516
C -2.793 0.803 -0.717
C -2.031 0.668 -1.874
C -0.812 1.307 -2.014
C -0.338 2.089 -0.979
C -1.099 2.289 0.153
C -2.337 1.669 0.303
O -2.964 1.951 1.474
C -4.332 1.655 1.668
H -4.603 2.173 2.587
H -4.503 0.584 1.789
H -4.944 2.029 0.845
H -0.756 2.939 0.939
S 1.300 2.784 -1.152
O 1.534 3.017 -2.546
O 1.476 3.878 -0.248
N 2.299 1.479 -0.724
C 2.527 1.072 0.592
C 3.344 -0.028 0.871
C 3.545 -0.444 2.175
C 2.941 0.215 3.230
C 2.142 1.313 2.963
C 1.935 1.739 1.664
H 1.346 2.619 1.483
H 1.674 1.852 3.772
H 3.099 -0.116 4.245
H 4.183 -1.295 2.360
H 3.836 -0.567 0.078
C 2.986 0.805 -1.799
H 2.746 1.356 -2.712
C 2.584 -0.656 -2.013
O 3.358 -1.469 -2.474
N 1.313 -0.946 -1.680
H 0.707 -0.233 -1.301
C 0.727 -2.247 -1.876
H 1.534 -2.933 -2.143
C 0.010 -2.734 -0.615
C 0.889 -2.706 0.653
H 0.943 -3.699 1.098
C 0.166 -1.726 1.582
H 0.576 -0.722 1.478
C -1.257 -1.765 1.032
H -1.802 -2.637 1.425
H -1.830 -0.861 1.234
O -1.107 -1.883 -0.368
H 0.216 -2.018 2.627
H 1.899 -2.373 0.424
H -0.359 -3.755 -0.805
H 0.001 -2.209 -2.696
H 4.073 0.849 -1.665
H -0.237 1.219 -2.921
H -2.384 0.042 -2.676
H -5.158 -1.404 -0.960
H -4.553 -0.543 -2.393
```

Atomic charges from the natural (NBO) analysis, expressed in e, are listed below:
1 C -0.2591
2 H 0.2012
3 O -0.5078
4 C 0.2480
5 C -0.2552
6 C -0.2198
7 C -0.3549
8 C -0.2428
9 C 0.3286
10 O -0.5070
11 C -0.2414
12 H 0.1922
13 H 0.1857
14 H 0.1829
15 H 0.2480
16 S 2.3367
17 O -0.9330
18 O -0.9172
19 N -0.6981
20 C 0.2386
21 C -0.2897
22 C -0.1914
23 C -0.2431
24 C -0.1769
25 C -0.2883
26 H 0.2378
27 H 0.2152
28 H 0.2154
29 H 0.2176
30 H 0.2285
31 C -0.3320
32 H 0.2788
33 C 0.6697
34 O -0.6310
35 N -0.6404
36 H 0.4198
37 C -0.2374
38 H 0.2414
39 C 0.0914
40 C -0.4340
41 H 0.2112
42 C -0.4255
43 H 0.2146
44 C -0.0669
45 H 0.1579
46 H 0.1917
47 O -0.5557
48 H 0.2177
49 H 0.2260
50 H 0.1750
51 H 0.1965
52 H 0.2281
53 H 0.2455
54 H 0.2296
55 H 0.2014
56 H 0.1761


4.
The molecule C21H26N4O6, computed with ωB97M-V/def2-TZVPD.

The value obtained for the energy relative to the best compared isomer or geometry (same formula, charge and spin) is 2.71 kcal per mole. The calculation puts the electronic energy at -40447.3698 eV. The value obtained for the gap between HOMO and LUMO is 0.35979 hartree.

XYZ file:
```
57
C21H26N4O6 | the OMol25 dataset | ωB97M-V/def2-TZVPD
C -0.308 -4.074 0.412
H -0.724 -4.236 -0.581
H 0.667 -4.552 0.464
H -0.966 -4.525 1.149
C -0.159 -2.581 0.683
N -1.433 -1.916 0.610
C -1.624 -0.691 1.129
O -0.776 -0.121 1.810
C -2.943 -0.130 0.813
C -3.492 1.115 1.084
N -4.734 1.086 0.519
C -4.897 -0.123 -0.053
N -3.844 -0.874 0.102
H -5.787 -0.424 -0.569
H -5.356 1.881 0.548
C -3.060 2.384 1.716
O -3.779 3.370 1.635
N -1.883 2.333 2.351
C -1.222 3.515 2.853
C 0.200 3.524 2.282
O 0.615 4.345 1.509
O 0.843 2.472 2.752
C 2.121 2.036 2.217
C 1.971 1.755 0.723
H 2.884 1.307 0.342
H 1.145 1.063 0.574
H 1.772 2.674 0.178
C 2.400 0.737 2.971
H 3.307 0.272 2.596
H 1.562 0.060 2.826
H 2.511 0.934 4.034
C 3.196 3.085 2.489
H 2.970 4.005 1.956
H 4.161 2.712 2.157
H 3.249 3.300 3.554
H -1.775 4.397 2.523
H -1.171 3.488 3.947
H -1.336 1.465 2.325
H -2.151 -2.265 -0.010
C 0.859 -1.991 -0.303
O 2.024 -2.288 -0.300
O 0.286 -1.136 -1.139
C 1.114 -0.530 -2.145
C 1.049 -1.329 -3.418
C 0.123 -1.013 -4.403
C 0.043 -1.774 -5.556
C 0.884 -2.861 -5.730
C 1.803 -3.186 -4.747
C 1.887 -2.424 -3.595
H 2.601 -2.677 -2.825
H 2.459 -4.033 -4.878
H 0.821 -3.454 -6.630
H -0.676 -1.519 -6.320
H -0.535 -0.167 -4.266
H 2.140 -0.480 -1.768
H 0.711 0.475 -2.283
H 0.253 -2.417 1.687
```

Atomic charges from the natural (NBO) analysis, expressed in e, are listed below:
1 C -0.6035
2 H 0.2096
3 H 0.2370
4 H 0.2220
5 C -0.1494
6 N -0.5834
7 C 0.6599
8 O -0.6657
9 C 0.0391
10 C 0.0381
11 N -0.4823
12 C 0.1909
13 N -0.4796
14 H 0.2055
15 H 0.4497
16 C 0.6358
17 O -0.6457
18 N -0.5995
19 C -0.3175
20 C 0.8025
21 O -0.5933
22 O -0.5267
23 C 0.2721
24 C -0.6517
25 H 0.2155
26 H 0.2240
27 H 0.2327
28 C -0.6234
29 H 0.2139
30 H 0.2346
31 H 0.2111
32 C -0.6414
33 H 0.2377
34 H 0.2144
35 H 0.2117
36 H 0.2485
37 H 0.2128
38 H 0.4506
39 H 0.4301
40 C 0.8049
41 O -0.6078
42 O -0.5083
43 C -0.1179
44 C 0.0215
45 C -0.2267
46 C -0.2083
47 C -0.2103
48 C -0.1960
49 C -0.2340
50 H 0.2310
51 H 0.2132
52 H 0.2140
53 H 0.2141
54 H 0.2118
55 H 0.2156
56 H 0.2034
57 H 0.2432